188
Properties=species:S:1:pos:R:3:forces:R:3 method="wB97M-V/def2-TZVPD" total_charge=0 lumo_energy_ev=0.3968 orbital_gap_ev=10.091 e_homo_ev=-9.694
C 3.45837 -3.79068 3.45775 -0.99 0.58 0.15
Cl 4.69532 -3.03971 4.44786 0.72 -0.05 0.05
Cl 4.03931 -4.96134 2.25471 -0.14 0.19 0.50
H 2.75266 -4.20336 4.17869 0.14 -0.58 -0.45
H 2.93736 -2.98504 2.94045 0.13 -0.15 -0.24
C 4.08257 -1.98602 -3.30258 2.01 0.74 -2.65
O 3.51636 -3.05553 -2.69039 -1.31 -4.91 1.70
P 4.23120 -4.54433 -2.79401 0.45 -1.16 1.05
O 5.67010 -4.60379 -3.16264 -1.86 0.38 -0.05
O 4.00010 -5.17463 -1.27640 -0.71 1.26 -1.39
C 4.83007 -6.17824 -0.69217 0.51 -0.43 0.09
O 3.27438 -5.51000 -3.74376 1.07 2.16 1.10
C 1.87683 -5.23483 -3.92115 -0.43 -0.13 0.15
H 4.64590 -2.38081 -4.14809 0.95 0.11 -0.01
H 4.77591 -1.51651 -2.60477 -0.45 0.77 -0.33
H 3.37438 -1.42860 -3.91565 -0.48 0.75 1.20
H 5.60811 -5.75861 -0.05445 0.25 0.44 -0.49
H 5.26127 -6.84509 -1.43881 0.09 0.19 -0.05
H 4.28408 -6.79669 0.02023 -0.73 0.14 -0.36
H 1.42315 -6.22589 -3.91198 -0.31 0.32 -0.29
H 1.64641 -4.67357 -4.82668 0.46 -0.37 -0.38
H 1.41862 -4.61322 -3.15190 0.33 -0.25 0.49
C -3.00180 6.03954 5.34863 0.66 -0.32 1.01
O -4.38255 5.74657 5.04183 0.41 -0.66 -1.16
P -4.94219 4.24743 5.14729 -1.33 -1.43 -0.46
O -6.42223 4.08006 4.86303 3.40 0.61 0.26
O -4.60148 3.80582 6.67796 1.87 -0.63 -3.39
C -5.21280 4.42291 7.73019 -1.71 -0.26 1.69
O -3.86115 3.37749 4.22043 -1.20 2.21 1.82
C -3.86027 1.96387 4.13162 -0.46 -0.46 -1.25
H -2.56582 6.93750 4.91081 -1.31 0.64 0.10
H -2.21142 5.36512 5.01913 -0.77 -1.10 -0.15
H -2.98664 6.04870 6.43848 0.51 0.40 -0.05
H -6.28301 4.46741 7.52826 -0.16 0.49 0.12
H -4.80925 5.39678 8.00734 0.10 0.03 -0.17
H -5.11296 3.70698 8.54602 0.12 0.38 0.38
H -4.37919 1.50218 4.97166 0.41 -0.19 -0.09
H -2.86668 1.59317 3.87971 0.33 0.30 1.27
H -4.31525 1.69375 3.17866 -0.95 0.00 0.15
C -2.31342 7.45904 -5.13299 -0.20 1.03 -0.41
O -1.96898 6.34206 -4.34980 0.73 -1.53 0.29
P -0.59389 5.56522 -4.57832 1.89 -0.33 -1.64
O 0.55666 6.34522 -5.19575 -2.28 -1.39 1.82
O -0.30052 4.87509 -3.13675 -0.68 0.87 -1.50
C -1.18042 3.83333 -2.66721 -0.26 -0.64 0.94
O -1.00558 4.31905 -5.51987 -2.29 1.72 0.94
C -0.20925 3.64362 -6.46002 1.89 0.05 1.50
H -3.30928 7.41378 -5.57380 -0.21 -0.59 0.44
H -1.65949 7.58359 -5.99610 0.39 0.24 0.36
H -2.29430 8.28300 -4.41967 0.14 0.40 -0.56
H -1.84344 4.16499 -1.86814 0.00 0.60 -0.29
H -0.54949 3.11846 -2.13901 0.16 -0.16 -0.32
H -1.77900 3.33156 -3.42749 0.36 0.20 -0.30
H 0.66897 4.28813 -6.49771 0.45 -0.48 -0.86
H -0.61622 3.41852 -7.44582 -0.56 0.40 0.35
H 0.03484 2.74515 -5.89321 0.39 -0.50 -0.81
C 2.61246 3.79880 -2.69789 0.56 1.63 -0.37
O 3.75778 3.40744 -3.44035 0.90 -2.43 -2.50
P 3.74730 2.18010 -4.53697 0.18 2.11 -0.28
O 2.83260 1.09361 -4.24956 -0.97 -0.65 -0.06
O 3.46968 2.84739 -6.05091 0.71 -0.09 2.90
C 4.01979 4.18401 -6.19223 0.21 0.38 -0.73
O 5.27106 1.73883 -4.49183 -0.67 1.60 1.00
C 5.66421 0.48789 -4.98846 0.62 -0.25 -1.51
H 1.64403 3.44865 -3.05515 0.31 -0.71 0.38
H 2.58398 4.86597 -2.91794 -0.35 0.24 0.45
H 2.93996 3.66688 -1.66665 -0.94 -0.30 0.15
H 3.23816 4.92043 -6.37889 -0.32 -0.29 0.05
H 4.67855 4.18624 -7.06063 0.03 -0.12 0.05
H 4.57655 4.55493 -5.33168 0.00 -0.40 0.06
H 6.40021 0.73924 -5.75215 0.08 -0.39 -0.17
H 4.81893 0.00606 -5.47984 0.14 -0.39 0.23
H 6.17334 -0.13989 -4.25718 -0.45 0.16 0.29
C -0.71201 1.24897 1.97416 0.03 0.51 -0.66
O -0.93152 0.16024 1.07866 1.52 -2.32 -1.39
P 0.33753 -0.75464 0.58061 0.08 -1.66 0.50
O 1.08520 -1.45606 1.67787 -0.67 1.68 -1.39
O -0.36065 -1.86434 -0.41508 0.60 2.31 1.10
C 0.27519 -3.11548 -0.63093 -0.36 -1.51 -0.55
O 1.25828 0.15644 -0.38568 -1.04 -0.33 1.65
C 0.89838 0.51048 -1.73647 0.94 -0.67 -0.10
H 0.34609 1.43728 2.15601 0.01 -0.17 0.19
H -1.25202 1.04307 2.89833 0.22 0.16 -0.09
H -1.10234 2.08190 1.38937 -0.12 0.45 0.70
H 0.70714 -3.22746 -1.62541 -0.05 0.73 -0.27
H -0.53826 -3.84050 -0.60351 0.21 -0.02 0.18
H 1.07240 -3.45003 0.03288 -0.25 0.65 0.59
H -0.15837 0.38440 -1.97202 0.04 0.15 0.23
H 1.51442 -0.17785 -2.31509 -0.35 0.16 -0.54
H 1.28376 1.51172 -1.92909 -0.34 -0.06 0.12
O -1.95258 -7.65267 -2.03175 1.59 1.68 2.35
C -1.55205 -6.84179 -1.16876 -3.20 -1.25 -2.23
O -0.29702 -6.50786 -0.92678 0.53 0.45 0.15
C 0.76669 -7.33404 -1.37405 0.75 -1.58 0.78
C 1.32905 -8.00314 -0.09900 0.17 -0.01 0.28
C -2.50558 -5.91967 -0.37561 1.65 -0.17 -0.08
H 1.55333 -6.76721 -1.87205 -0.37 0.31 0.17
H 0.36460 -8.08480 -2.05433 0.07 0.09 -0.10
H 0.66189 -8.76736 0.29970 -0.28 0.13 -0.11
H 1.48912 -7.26774 0.68946 -0.28 0.27 -0.06
H 2.30048 -8.49459 -0.15288 0.06 0.00 -0.78
H -3.23746 -5.46539 -1.04350 0.09 -0.09 0.21
H -1.78606 -5.20485 0.02367 -0.61 0.56 0.03
H -2.94916 -6.35020 0.52216 -0.15 -0.50 -0.38
O -3.66473 -2.81893 -0.99951 -0.03 0.42 -0.36
C -4.41068 -2.25155 -0.24710 -0.24 -0.83 1.53
O -4.40849 -0.92224 -0.01065 -1.60 -2.69 0.47
C -3.58353 -0.12678 -0.78438 0.51 1.14 -0.35
C -4.02592 1.26175 -0.36112 1.05 0.53 -0.54
C -5.45317 -3.03231 0.59450 -0.37 -0.04 -0.18
H -3.66349 -0.26801 -1.86223 -0.69 -0.22 -0.07
H -2.54923 -0.40643 -0.58409 0.08 0.52 0.29
H -3.49266 1.94525 -1.02185 0.08 0.49 0.34
H -3.79322 1.44273 0.68826 0.28 0.08 -0.08
H -5.08777 1.48350 -0.46789 -0.04 -0.53 -0.28
H -5.86555 -2.59987 1.50612 0.21 0.77 -0.33
H -5.17970 -4.03396 0.92617 0.92 0.08 -0.43
H -6.28741 -3.24910 -0.07270 -0.18 0.28 -0.10
O -0.99829 4.63929 0.26990 1.21 2.77 0.16
C -0.35368 5.69543 0.41516 0.54 -2.09 0.53
O -0.84538 6.91602 0.55649 0.90 -0.82 -0.70
C -2.23291 7.15864 0.37102 0.45 1.53 1.89
C -2.95883 6.95412 1.70707 -0.54 -0.87 -0.67
C 1.18961 5.71981 0.60789 -0.28 0.01 0.07
H -2.64253 6.61958 -0.48321 -0.01 0.08 0.19
H -2.17503 8.24188 0.26450 -0.52 -0.05 -0.90
H -2.42661 7.05248 2.65320 0.81 0.29 -0.54
H -3.27448 5.91112 1.68256 -0.81 0.18 0.39
H -3.73856 7.71382 1.76165 -0.54 -0.58 -0.01
H 1.43722 5.25790 1.56363 -0.21 -0.58 -0.14
H 1.68463 6.68517 0.71342 -0.71 0.38 -0.35
H 1.70303 5.21270 -0.20902 -0.26 -0.29 0.13
O -0.61332 0.01862 5.85567 1.98 -2.40 2.29
C -0.08816 -0.85103 6.60518 -1.38 1.36 -3.46
O 1.14786 -1.38818 6.41248 -0.80 0.79 -0.27
C 1.90606 -0.82336 5.33663 1.64 2.29 -0.78
C 2.37457 0.65309 5.57241 -0.57 -0.08 0.59
C -0.85478 -1.55342 7.65959 -0.34 0.31 1.23
H 1.44064 -0.74310 4.35426 -1.05 -0.58 0.31
H 2.80675 -1.39623 5.11599 -0.30 -0.49 0.83
H 2.98660 0.88166 6.44492 0.31 -0.73 0.13
H 1.51418 1.30138 5.73842 -0.18 -0.06 -0.43
H 2.92885 1.01496 4.70643 -0.09 -0.18 -0.13
H -0.93820 -2.63173 7.52395 0.29 0.10 -0.16
H -1.85465 -1.13479 7.77408 0.08 0.03 -0.42
H -0.37455 -1.35520 8.61781 0.22 -0.30 0.11
O -1.11422 -4.36758 3.37294 -2.35 1.37 2.28
C -1.97061 -3.73456 4.00399 1.14 -1.55 -0.54
O -2.53983 -4.13198 5.25406 0.21 1.17 -3.57
C -1.76976 -5.00950 5.96116 0.41 -1.29 4.10
C -2.60503 -5.29679 7.31671 0.30 0.43 -2.05
C -2.54479 -2.41617 3.60176 -0.23 0.21 0.44
H -0.85083 -4.47731 6.20700 0.38 -0.30 0.13
H -1.49863 -5.98144 5.54895 -0.31 0.22 -0.72
H -2.91878 -4.35057 7.75753 0.37 0.01 0.23
H -2.12044 -5.96649 8.02719 0.12 0.20 -0.14
H -3.53520 -5.74184 6.96343 -0.03 -0.30 0.15
H -3.00881 -2.43711 2.61568 0.09 -0.11 0.04
H -1.74441 -1.67627 3.59661 0.17 -0.07 -0.16
H -3.24615 -2.10776 4.37705 -0.17 0.05 -0.28
O 5.45368 0.29863 1.49203 -0.81 0.66 -2.04
C 5.10323 0.26486 0.29497 1.07 2.64 4.49
O 5.06915 -0.81317 -0.33879 0.25 -4.56 -3.47
C 5.25933 -2.14170 0.26830 -2.11 0.09 1.57
C 6.48162 -2.52852 1.09900 -0.21 0.27 -0.06
C 4.64450 1.46732 -0.52777 0.34 -0.43 0.44
H 4.76910 -2.92413 -0.31099 1.08 0.35 -1.46
H 4.45425 -2.20517 1.00036 -0.19 0.89 0.44
H 7.18924 -1.70847 1.22101 -0.15 -0.10 0.07
H 7.00782 -3.43439 0.79796 -0.08 0.15 -0.44
H 5.97289 -2.74112 2.03926 1.02 0.03 0.34
H 5.25287 2.33495 -0.27244 -0.16 -0.05 0.08
H 3.60664 1.62375 -0.23368 -0.06 0.19 -0.08
H 4.69889 1.28296 -1.60069 -0.04 -0.10 0.10
O -2.84266 1.66345 -4.87967 -0.47 -2.90 -1.60
C -3.27279 0.83327 -5.70777 0.27 2.50 1.00
O -3.08284 -0.51499 -5.71574 -0.19 1.60 -1.18
C -2.28365 -1.07280 -4.70359 1.41 -0.19 1.57
C -0.79619 -0.64979 -4.61112 -1.11 0.02 0.16
C -4.27270 1.35044 -6.75616 -0.39 -1.22 0.28
H -2.17490 -2.15198 -4.81153 -0.95 -0.01 -0.56
H -2.81502 -0.89976 -3.76774 0.26 0.03 0.20
H -0.67251 0.41152 -4.39565 0.17 -0.09 -0.32
H -0.26438 -1.00137 -5.49524 0.11 0.36 -0.02
H -0.43141 -1.21599 -3.75412 0.22 -0.01 0.03
H -4.46564 0.67438 -7.58911 0.32 -0.10 0.06
H -4.17335 2.36808 -7.13384 0.68 -0.14 0.43
H -5.19403 1.33926 -6.17381 -0.29 0.11 -0.03